No. 1
# C30H28InN8OP

C30H28InN8OP as an isolated structure (ωB97M-V/def2-TZVPD, OMol25).

CARTESIAN COORDINATES (ANGSTROEM)
In: 1.02172 0.59613 0.17291
C: -0.69553 -0.15626 4.39337
C: 0.19074 0.11454 3.35815
N: -0.10265 -0.21879 2.10643
C: -1.27841 -0.80915 1.85912
C: -2.15181 -1.06341 2.91045
N: -1.86000 -0.74471 4.16490
C: -1.59914 -1.12983 0.43976
C: -2.70150 -1.87725 0.06336
C: -2.96143 -2.08769 -1.29017
C: -2.08859 -1.52495 -2.22175
C: -0.99761 -0.80088 -1.77859
N: -0.76548 -0.62911 -0.47515
C: -0.02385 -0.14456 -2.69765
C: -0.10742 -0.21708 -4.08410
N: 0.75415 0.40461 -4.87743
C: 1.71166 1.12136 -4.30672
C: 1.82418 1.20378 -2.92535
N: 0.96409 0.56546 -2.13798
C: -4.13242 -2.87555 -1.72749
C: -4.86779 -2.49711 -2.84467
C: -5.96190 -3.26812 -3.21027
N: -6.33680 -4.36123 -2.55425
C: -5.62752 -4.72163 -1.48997
C: -4.52615 -4.01278 -1.03207
H: -0.45955 0.11195 5.41521
H: 1.13607 0.61175 3.53957
H: -3.11791 -1.52219 2.74672
H: -3.37767 -2.28296 0.80105
H: -2.26956 -1.67632 -3.27537
H: -0.88330 -0.78866 -4.57554
H: 2.40576 1.64019 -4.95532
H: 2.59979 1.78969 -2.44783
H: -4.62828 -1.60296 -3.40598
H: -6.56382 -2.99090 -4.06732
H: -5.95061 -5.62031 -0.97835
H: -3.97676 -4.36970 -0.17015
O: -0.24971 2.17005 0.43069
C: -0.08770 3.27383 1.15156
C: -1.23893 3.92081 1.62510
C: -1.15678 5.06431 2.38563
C: 0.08620 5.61180 2.71442
C: 1.22423 5.00194 2.24903
C: 1.16757 3.84142 1.45518
C: 2.40794 3.28517 0.93726
N: 2.62465 2.06016 0.44203
C: 3.96371 1.98243 0.08593
C: 4.56343 3.15697 0.37783
N: 3.57506 3.96111 0.89515
H: -2.19611 3.48866 1.36431
H: -2.06376 5.53826 2.73718
H: 0.15336 6.49907 3.32706
H: 2.18271 5.42225 2.53049
H: 4.39507 1.09672 -0.34780
H: 5.57696 3.49427 0.25461
H: 3.69062 4.92318 1.16944
C: 1.57332 -2.99183 0.64977
P: 2.57803 -1.50839 0.37246
C: 3.57030 -1.89165 -1.09593
C: 3.73535 -1.44592 1.76427
H: 2.21623 -3.86731 0.74870
H: 0.89451 -3.14602 -0.18981
H: 0.98731 -2.88035 1.56206
H: 4.12166 -2.82017 -0.94171
H: 4.28309 -1.09418 -1.30402
H: 2.91801 -2.00995 -1.96186
H: 4.32122 -2.36496 1.80817
H: 3.17861 -1.34156 2.69624
H: 4.40911 -0.59547 1.66504

Cartesian forces, eV/Å:
0.011 -0.012 0.056
-0.012 -0.008 -0.006
-0.004 0.006 0.006
0.034 0.031 -0.027
0.005 -0.004 -0.006
-0.006 -0.006 0.017
0.001 0.002 0.003
-0.004 -0.003 -0.008
-0.013 -0.007 0.006
0.005 0.004 -0.007
-0.010 -0.014 -0.007
0.010 -0.002 0.007
0.006 0.014 -0.011
0.004 0.007 0.003
-0.001 -0.007 -0.010
0.000 0.004 -0.009
-0.006 -0.006 0.000
-0.012 0.006 0.000
-0.020 -0.010 0.017
0.011 0.009 0.003
-0.003 0.012 -0.013
-0.003 -0.016 0.016
0.006 0.004 0.003
-0.004 0.009 -0.017
0.000 -0.014 0.014
0.001 0.000 0.000
0.001 0.001 -0.001
-0.001 0.000 -0.001
-0.001 0.000 0.000
-0.002 -0.002 0.002
-0.001 0.003 -0.002
-0.001 0.001 -0.001
0.002 0.000 -0.001
-0.001 -0.002 0.001
-0.002 -0.001 -0.001
-0.002 -0.001 0.000
-0.002 0.000 -0.001
-0.036 0.064 -0.089
0.019 -0.049 0.017
-0.012 -0.001 0.014
0.021 0.006 0.005
-0.025 -0.005 -0.005
0.012 0.006 0.009
0.006 0.010 0.006
0.014 0.001 -0.013
0.001 -0.002 -0.040
0.024 -0.015 0.116
-0.034 0.029 -0.099
0.012 -0.008 0.063
-0.001 0.002 0.002
0.001 0.001 -0.001
-0.002 -0.001 0.000
0.004 -0.009 -0.008
0.002 -0.007 0.009
-0.003 0.004 -0.011
-0.005 -0.004 0.007
0.007 0.001 -0.009
-0.005 -0.002 -0.009
0.001 -0.012 -0.003
-0.014 -0.020 0.014
0.001 -0.001 0.002
-0.002 0.000 0.002
-0.001 -0.001 0.003
0.003 0.000 -0.003
-0.003 0.003 0.003
0.006 -0.001 -0.004
0.005 0.003 -0.001
0.010 0.002 0.003
-0.001 0.005 -0.004

* strongest force on any atom: 0.12 eV Å⁻¹
* orbital gap: 6.39 eV
* net charge: +2



No. 2
# C30H28N3O4

An isolated ion of composition C30H28N3O4 and charge -1 in a non-equilibrium geometry (ωB97M-V/def2-TZVPD, OMol25).

CARTESIAN COORDINATES (ANGSTROEM)
C: 3.78511 -0.69349 -3.39326
C: 3.61865 0.69427 -3.26315
C: 2.41008 1.21330 -2.79469
C: 1.35008 0.35548 -2.45516
C: 0.02035 0.83747 -1.95576
N: -0.59787 0.00371 -1.20183
C: -1.94049 0.03771 -0.62015
C: -2.71846 -0.93559 -1.37650
N: -3.26974 -1.72218 -2.03323
C: -0.46822 2.18171 -2.38922
C: -0.14225 2.65702 -3.67076
C: -0.62720 3.88159 -4.12898
C: -1.45793 4.64461 -3.30323
C: -1.76263 4.20147 -2.01276
C: -1.25750 2.98378 -1.55115
C: 1.54921 -1.03219 -2.52443
C: 2.74510 -1.55311 -3.01790
H: 4.72162 -1.09988 -3.77746
H: 4.43344 1.37043 -3.52980
H: 2.28806 2.29408 -2.68591
H: -2.42903 1.01912 -0.68956
H: 0.50184 2.06741 -4.31919
H: -0.36063 4.22236 -5.12554
H: -1.85861 5.58698 -3.67527
H: -2.38821 4.81559 -1.36291
H: -1.43101 2.67486 -0.51937
H: 0.73293 -1.69022 -2.22459
H: 2.85531 -2.63330 -3.11882
C: 2.71237 3.19306 4.07340
N: 2.27805 1.81291 4.00689
C: 3.13961 0.82594 4.63026
C: 1.32623 1.42031 3.09060
C: 1.58014 0.32916 2.23577
C: 0.56912 -0.12543 1.40487
C: -0.72410 0.35866 1.55317
C: -1.89094 -0.32785 0.85237
C: -2.00592 -1.78402 1.05474
C: -3.35228 -2.34866 0.87974
O: -4.38217 -1.72079 1.00780
O: -3.40820 -3.68913 0.57507
C: -2.14712 -4.38199 0.49582
C: -2.46541 -5.87434 0.66512
C: -1.43710 -4.12678 -0.82173
O: -1.33902 -4.01044 1.62734
C: -1.16561 -2.64972 1.85430
O: -0.35797 -2.30645 2.69232
C: -0.95138 1.52189 2.29371
C: 0.08042 2.09018 3.01914
H: 1.87490 3.86211 3.83837
H: 3.08064 3.39155 5.08492
H: 3.53852 3.40210 3.36750
H: 2.53740 -0.01500 5.00448
H: 3.89563 0.42792 3.93676
H: 3.64283 1.31492 5.46940
H: 2.55082 -0.17129 2.24608
H: 0.78277 -0.88495 0.65599
H: -2.82779 0.03537 1.29705
H: -2.98868 -6.02386 1.61301
H: -3.10042 -6.21337 -0.15781
H: -1.53420 -6.44600 0.67586
H: -1.00486 -3.11771 -0.85107
H: -0.62986 -4.86315 -0.92920
H: -2.14296 -4.23131 -1.65640
H: -1.94825 1.96273 2.30790
H: -0.08721 2.98044 3.62703

Cartesian forces, eV/Å:
-0.278 0.262 0.132
-0.072 -0.393 0.041
-0.129 -0.160 0.019
0.485 -0.215 0.147
-0.855 -0.500 0.948
0.410 0.024 -0.708
0.523 1.373 -0.853
-1.077 -1.492 -1.651
0.827 1.465 0.841
-0.019 0.292 -0.193
-0.232 0.153 0.029
-0.174 -0.217 0.467
0.086 -0.142 -0.047
0.162 -0.056 -0.179
0.171 0.200 -0.074
0.143 0.080 -0.410
0.050 0.307 0.028
-0.240 0.117 0.095
-0.234 -0.199 0.094
0.053 -0.366 -0.055
-0.062 -0.264 -0.287
-0.210 0.044 0.134
-0.087 0.004 0.143
0.076 -0.171 0.164
0.193 -0.198 -0.154
0.053 0.140 -0.326
0.236 0.211 -0.088
0.035 0.280 0.070
-0.027 -0.353 -0.156
0.657 0.597 1.292
-0.272 0.180 -0.431
-0.758 -0.308 -0.922
-0.304 0.568 0.137
0.227 -0.151 0.277
-0.686 0.305 -0.798
-0.226 0.245 1.914
-0.281 -2.761 0.395
1.829 0.602 0.125
-0.649 -0.108 -0.372
0.112 -0.455 0.289
-0.270 0.262 0.755
-0.008 0.505 0.145
0.328 0.163 -0.303
-0.342 -0.504 -0.338
-0.737 1.364 -1.301
0.591 -0.544 0.451
0.270 -0.347 -0.213
0.612 -0.309 0.331
0.326 -0.127 0.122
-0.110 0.198 -0.090
-0.130 0.070 0.062
0.179 0.203 -0.138
0.124 -0.013 0.186
0.024 -0.199 -0.055
-0.288 0.257 -0.065
-0.179 -0.088 0.432
0.118 0.590 -0.191
0.051 0.030 -0.134
0.088 0.065 0.076
-0.090 0.076 -0.029
-0.213 -0.343 0.003
-0.141 0.116 -0.004
0.173 0.016 0.253
0.158 -0.125 0.076
0.009 -0.259 -0.108

* strongest force on any atom: 2.80 eV Å⁻¹
* structure (SMILES): CN(C)c1ccc([C@H](C2=C([O-])OC(C)(C)OC2=O)[C@H](C#N)N=C(c2ccccc2)c2ccccc2)cc1
* orbital gap: 5.95 eV
* net charge: -1



No. 3
# C30H29AuOPS5Si

C30H29AuOPS5Si as an isolated structure (ωB97M-V/def2-TZVPD, OMol25).

CARTESIAN COORDINATES (ANGSTROEM)
Au: -1.15223 0.84408 -1.57349
C: 2.23744 1.42388 -0.96011
P: 1.74001 0.53248 -2.49820
C: 1.73167 1.98933 -3.63091
C: 3.43140 -0.14487 -2.81472
C: 3.83922 -1.16839 -1.95534
C: 5.12419 -1.68028 -2.01398
C: 6.02572 -1.18663 -2.94887
C: 5.62192 -0.19498 -3.82856
C: 4.33349 0.32095 -3.76572
H: 2.29225 0.73026 -0.12403
H: 1.45992 2.14912 -0.72094
H: 3.19784 1.92140 -1.10735
H: 2.62056 2.60825 -3.49781
H: 0.83887 2.57195 -3.40046
H: 1.65615 1.65903 -4.66776
H: 3.12661 -1.55202 -1.23163
H: 5.43105 -2.46324 -1.33139
H: 7.03482 -1.57665 -2.99460
H: 6.31826 0.18891 -4.56495
H: 4.03852 1.09334 -4.46452
O: -0.37104 0.52102 0.28915
Si: -0.44695 -0.41442 1.56132
C: 0.90297 0.18118 2.75810
C: 1.28319 1.52356 2.71982
C: 2.29552 2.01269 3.53128
C: 2.94444 1.16527 4.41904
C: 2.57579 -0.17052 4.48275
C: 1.56875 -0.65261 3.65727
C: -0.11315 -2.22360 1.10977
C: 0.19780 -2.51811 -0.21908
C: 0.49370 -3.81041 -0.62824
C: 0.49409 -4.84582 0.29660
C: 0.17640 -4.57872 1.62063
C: -0.13334 -3.28532 2.01600
C: -2.12929 -0.29291 2.41972
C: -2.42951 -0.87424 3.65141
C: -3.69771 -0.77349 4.20461
C: -4.69657 -0.07877 3.53690
C: -4.41411 0.52446 2.31923
C: -3.14424 0.41382 1.77220
H: 0.77402 2.19133 2.03422
H: 2.58688 3.05482 3.47117
H: 3.73472 1.54177 5.05744
H: 3.08269 -0.83447 5.17349
H: 1.30457 -1.70327 3.70423
H: 0.20410 -1.70913 -0.94284
H: 0.72671 -4.01015 -1.66727
H: 0.74224 -5.85392 -0.01281
H: 0.17106 -5.38301 2.34739
H: -0.40603 -3.10640 3.05106
H: -1.65754 -1.41207 4.19374
H: -3.91066 -1.24099 5.15914
H: -5.68923 -0.00660 3.96437
H: -5.18568 1.07501 1.79416
H: -2.92295 0.88098 0.81782
C: -4.06237 4.48164 -2.56275
S: -4.91146 3.52316 -3.85605
C: -4.99272 1.97352 -3.03482
C: -3.95336 1.12911 -2.86306
S: -2.34239 1.36257 -3.46025
S: -4.33636 -0.32014 -1.93621
C: -6.02485 -0.00502 -1.66818
S: -7.01711 -1.01078 -0.83805
S: -6.54150 1.48916 -2.36654
H: -3.74590 5.42019 -3.01354
H: -3.19513 3.90985 -2.23821
H: -4.73617 4.67387 -1.73083

Cartesian forces, eV/Å:
-0.446 -0.041 0.265
-0.144 0.054 -0.067
0.515 0.181 -0.059
-0.066 -0.250 0.035
-0.131 -0.055 0.027
-0.043 0.014 -0.053
0.037 -0.033 0.016
-0.009 0.006 -0.028
0.076 -0.006 -0.055
-0.059 -0.025 0.000
0.023 -0.013 0.027
0.012 0.013 0.071
-0.011 0.030 0.027
-0.018 0.048 -0.028
0.008 0.029 -0.007
0.010 0.045 -0.019
0.067 -0.052 0.049
-0.040 -0.002 0.015
-0.003 -0.011 0.001
-0.013 -0.010 -0.012
0.018 0.032 0.021
0.107 0.287 -0.405
-0.056 -0.123 0.262
-0.123 -0.226 -0.016
-0.068 0.083 -0.049
0.044 0.028 0.063
-0.001 -0.022 -0.005
0.044 0.015 0.068
-0.028 -0.026 -0.027
0.005 0.087 0.086
0.028 0.150 -0.054
0.019 -0.099 0.029
0.034 0.056 -0.050
-0.001 -0.078 0.072
-0.034 0.011 0.018
0.124 0.008 -0.095
0.064 -0.020 -0.002
-0.018 -0.061 0.085
0.023 0.044 -0.036
-0.081 -0.006 0.039
0.068 0.021 -0.095
0.040 -0.013 -0.057
-0.034 0.006 0.000
0.006 0.008 -0.013
-0.022 -0.026 -0.016
0.066 -0.009 0.013
0.025 -0.033 -0.034
0.004 0.017 -0.008
-0.026 -0.008 0.003
-0.027 0.005 -0.004
0.011 -0.032 0.003
-0.023 0.002 0.036
0.006 0.004 0.001
0.002 0.003 -0.002
-0.006 -0.031 -0.024
-0.052 0.006 0.013
-0.130 -0.206 -0.120
0.030 0.086 0.090
-0.115 -0.034 -0.126
-0.373 -0.043 0.280
0.432 -0.043 -0.121
-0.169 0.254 -0.099
0.197 0.101 -0.127
-0.130 -0.142 0.119
0.249 -0.078 0.028
0.018 0.017 0.013
0.062 0.089 0.013
0.028 0.015 0.023

* strongest force on any atom: 0.55 eV Å⁻¹
* orbital gap: 7.46 eV
* net charge: -1